(1)
Computed, not measured: 2 unconnected molecules or ions with the total composition Cl2H2OSi, with ωB97M-V/def2-TZVPD.

Geometry (Å):
O1 -0.714 0.139 1.625
Si1 -0.165 -0.096 -0.808
Cl1 0.670 0.176 2.507
Cl2 1.241 1.223 -1.127
H1 -1.597 -0.146 -1.168
H2 0.565 -1.297 -1.029

Summary:
* energy above the lowest of the compared OMol25 structures with the same formula, charge and spin: 6.494 eV

***

(2)
Computed, not measured: C5H12N4O2 in the gas phase, with ωB97M-V/def2-TZVPD.

Geometry (Å):
C1 -0.642 -0.669 -1.710
C2 -0.543 0.181 -0.515
N1 -1.612 0.543 0.046
N2 -2.761 -0.047 0.101
O1 -3.776 0.647 0.158
O2 -2.828 -1.254 0.156
N3 0.619 0.929 -0.357
C3 0.444 2.047 0.570
C4 1.801 0.194 -0.229
C5 1.650 -0.976 0.845
N4 0.223 -1.111 1.021
H1 -1.684 -1.192 -1.660
H2 0.132 -1.354 -1.903
H3 -0.910 0.125 -2.461
H4 0.178 1.501 1.530
H5 1.432 2.525 0.727
H6 -0.226 2.591 0.072
H7 2.653 0.905 -0.027
H8 2.021 -0.151 -1.230
H9 2.160 -1.836 0.452
H10 2.101 -0.652 1.761
H11 -0.212 -2.033 0.821
H12 -0.220 -0.913 1.832

Summary:
* structure (SMILES): C/C(=N\[N+](=O)[O-])N(C)CCN
* energy above the lowest of the compared OMol25 structures with the same formula, charge and spin: 6.271 eV

***

(3)
Computed, not measured: 11 unconnected molecules or ions with the total composition H22O11, with ωB97M-V/def2-TZVPD.

Geometry (Å):
O1 0.314 -0.708 -0.244
H1 0.805 0.086 -0.482
H2 0.873 -1.143 0.410
O2 2.143 0.256 2.517
H3 2.559 1.116 2.390
H4 2.872 -0.323 2.768
O3 0.122 -2.307 4.530
H5 -0.269 -1.490 4.202
H6 1.048 -2.244 4.272
O4 -3.385 -2.637 1.747
H7 -4.066 -2.665 1.066
H8 -2.976 -1.771 1.633
O5 -0.943 -0.938 -3.836
H9 -1.417 -0.121 -3.647
H10 -0.829 -0.927 -4.793
O6 0.510 0.228 1.298
H11 1.094 0.988 1.399
H12 -0.363 0.618 1.174
O7 -2.715 0.139 0.316
H13 -1.821 -0.061 0.616
H14 -2.738 -0.191 -0.590
O8 2.557 -4.910 -0.497
H15 1.653 -4.762 -0.796
H16 2.466 -5.557 0.212
O9 0.898 3.837 -1.307
H17 0.233 3.804 -0.611
H18 0.663 4.618 -1.820
O10 -1.585 2.964 -0.829
H19 -0.769 2.466 -0.950
H20 -1.382 3.837 -1.184
O11 1.102 2.600 -3.094
H21 1.809 3.164 -3.427
H22 1.537 2.036 -2.445

Summary:
* structure (SMILES): O.O.O.O.O.O.O.O.O.O.O
* energy above the lowest of the compared OMol25 structures with the same formula, charge and spin: 8.148 eV

***

no.,HOMO level (eV)
1,-8.839
2,-8.995
3,-8.317